P.
C4H10N2O | wB97M-V/def2-TZVPD

The geometry in ORCA input format:
```
! wB97M-V def2-TZVPD RIJCOSX def2/J DEFGRID3
* xyz -1 2
O 0.2648 -1.0245 -0.3706
C 1.4027 -0.4943 -0.2756
N -2.4483 2.0476 -0.1582
C -2.1373 0.6502 -0.0715
N -3.3291 -0.1120 0.3256
C 2.5874 -1.0721 0.1790
C 3.8662 -0.3078 0.3036
H -2.3135 2.3935 -1.1090
H -1.6559 0.2215 -0.9807
H -1.2772 0.4831 0.6012
H -3.4113 -0.1245 1.3376
H -4.0630 0.5215 0.0050
H 1.6916 0.5225 -0.6533
H 2.6004 -2.0840 0.5808
H 4.3576 -0.3433 1.2643
H 4.6715 -0.5919 -0.4079
H 3.7000 0.7131 -0.0262
*
```

The HOMO energy (spin up / spin down) is -2.0571 / -2.0400 eV. The molecular weight is 102.14 g/mol. The HOMO-LUMO gap (spin up / spin down) comes out at 6.17 / 4.65 eV.

Q.
C4H10N2O | wB97M-V/def2-TZVPD

The geometry in ORCA input format:
```
! wB97M-V def2-TZVPD RIJCOSX def2/J DEFGRID3
* xyz -1 2
O 3.1651 0.1778 -0.1972
C 2.0751 0.8508 -0.3120
C 0.7789 0.3593 0.3875
C -0.0423 -0.6076 -0.4868
C -1.5838 -0.5888 -0.3334
N -2.2304 0.7109 -0.2183
N 1.1080 -0.1764 1.6990
H 1.7701 1.3389 -1.2555
H 0.2096 1.2932 0.4412
H 0.1648 -0.3728 -1.5376
H 0.3196 -1.6375 -0.3632
H -1.9960 -1.1093 -1.2061
H -1.8796 -1.2090 0.5255
H -1.6846 1.3253 0.3726
H -2.2737 1.1631 -1.1267
H 0.2924 -0.6259 2.1145
H 1.8071 -0.8923 1.4966
*
```

The HOMO energy (spin up / spin down) is 0.0186 / -3.1030 eV. The molecular weight is 102.14 g/mol. The HOMO-LUMO gap (spin up / spin down) comes out at 3.95 / 7.04 eV.

Ordering by calculated energy gives the sequence Q, P, with the first entry being the most stable.

P.
C3H8O6 | wB97M-V/def2-TZVPD

The geometry in ORCA input format:
```
! wB97M-V def2-TZVPD RIJCOSX def2/J DEFGRID3
* xyz 0 1
C -0.5732 -0.7925 0.8523
C 0.5642 -0.9993 -0.1497
C -1.1861 3.0535 -1.1078
O 0.1266 -1.5496 -1.4265
O 1.2464 0.2332 -0.3147
O 1.4580 -1.8964 0.3361
O -0.2707 3.9044 -0.6015
O -0.8048 1.7970 -1.3339
O -2.2773 3.4680 -1.4585
H -1.3371 -0.0484 0.3577
H -0.8751 -1.7515 1.1503
H -0.7204 -1.1932 -1.8033
H 1.6991 0.3307 -1.2032
H 1.5759 -2.5309 -0.3682
H -0.7792 4.7028 -0.3835
H -0.0198 1.5557 -0.9387
H -0.2113 -0.3661 1.7956
*
```

The HOMO energy is -10.9112 eV. The SMILES is CC(O)(O)O.O=C(O)O. The molecular weight is 140.09 g/mol. The HOMO-LUMO gap comes out at 11.31 eV.

Q.
C3H8O6 | wB97M-V/def2-TZVPD

The geometry in ORCA input format:
```
! wB97M-V def2-TZVPD RIJCOSX def2/J DEFGRID3
* xyz 0 1
C -1.1781 0.4648 -1.2483
C -1.6962 1.2147 -0.1630
O -0.0527 -0.9260 1.5579
O -0.2845 0.4470 1.9597
H 1.3796 0.6545 1.5501
H -0.5720 0.9301 -2.0142
H -1.6739 -0.4451 -1.5579
H -1.0598 0.9051 0.8407
H -2.7047 0.9351 0.1376
H -1.5487 2.2907 -0.2376
C 1.0563 -0.9474 0.7949
O 0.3943 -0.5731 -0.7361
O 1.4583 -0.3314 -1.6758
O 1.6011 -2.1568 0.6271
O 1.9459 0.0044 1.0373
H 2.0162 0.2987 -1.1841
H 0.9190 -2.7651 0.3116
*
```

The HOMO energy is -9.1145 eV. The molecular weight is 140.09 g/mol. The HOMO-LUMO gap comes out at 9.31 eV.

Ordering by calculated energy gives the sequence P, Q, with the first entry being the most stable.